98
Properties=species:S:1:pos:R:3:lowdin_charge:R:1 method="wB97M-V/def2-TZVPD" multiplicity=1 e_lumo_ev=0.64 total_charge=-1
Tl 0.57587 -1.02607 0.68189 0.60
S -2.30487 -1.98731 1.07409 0.41
C -2.90995 -0.52632 1.78273 -0.87
N -3.83659 -0.44481 2.68895 0.02
N -4.31429 -1.61825 3.12865 -0.03
C -5.32159 -1.65581 4.07319 -0.25
C -5.89167 -0.49126 4.59244 -0.04
C -6.90235 -0.58331 5.53740 -0.11
C -7.36438 -1.81543 5.98326 -0.13
C -6.78755 -2.97007 5.46797 -0.11
C -5.77426 -2.89796 4.52754 -0.04
N -2.48526 0.80289 1.47578 0.03
N -1.41216 0.92251 0.87466 -0.02
C -1.07101 2.28345 0.55758 -0.25
C 0.24312 2.52553 0.18199 -0.03
C 0.63308 3.80422 -0.18920 -0.08
C -0.29199 4.83731 -0.19597 -0.10
C -1.61200 4.58655 0.16658 -0.09
C -2.00627 3.31325 0.54073 -0.04
H -3.95314 -2.45978 2.68528 0.04
H -5.53086 0.46487 4.24170 0.09
H -7.33797 0.32742 5.93080 0.09
H -8.16039 -1.87606 6.71398 0.09
H -7.12781 -3.94161 5.80579 0.09
H -5.32167 -3.80158 4.13554 0.11
H 0.95172 1.70729 0.13947 0.04
H 1.65645 3.98380 -0.49385 0.10
H 0.00774 5.83163 -0.50276 0.10
H -2.34122 5.38731 0.14425 0.10
H -3.03131 3.09328 0.80839 0.10
O 6.81206 -0.33492 5.81164 0.07
N 5.75694 -0.07370 6.35584 -0.34
O 5.65259 0.22038 7.52890 0.07
C 4.51046 -0.13141 5.54150 -0.07
C 3.37086 -0.10371 6.24961 0.06
C 2.09991 -0.18059 5.60661 -0.14
C 0.90082 -0.19521 6.34288 -0.01
C -0.28666 -0.29986 5.67775 -0.03
C -0.25458 -0.38933 4.27402 -0.09
N 0.85380 -0.36267 3.56894 0.08
C 2.03165 -0.25821 4.21396 -0.14
C 3.27245 -0.25112 3.44054 -0.14
N 3.15345 -0.29006 2.10009 0.08
C 4.23219 -0.32765 1.35534 -0.12
C 5.52028 -0.31967 1.90801 -0.03
C 5.66905 -0.25536 3.26467 0.00
C 4.52344 -0.21730 4.09309 -0.06
H 3.42357 -0.03658 7.32746 0.13
H 0.93939 -0.12958 7.42404 0.12
H -1.23439 -0.31993 6.19753 0.11
H -1.17913 -0.49585 3.71194 0.09
H 4.07133 -0.35408 0.27984 0.05
H 6.38537 -0.35781 1.25990 0.11
H 6.65130 -0.23432 3.70155 0.10
C 1.57231 2.81103 -5.90879 -0.04
C 2.08161 2.02567 -4.70491 -0.67
C 3.34367 1.24892 -5.06519 -0.04
C 2.34256 2.96903 -3.53543 -0.05
O 1.04823 1.12066 -4.36993 -0.16
Si 0.95952 -0.16696 -3.33382 -0.18
S 2.24030 -0.19142 -1.73223 0.21
O 1.15276 -1.43629 -4.38633 -0.16
C 1.17661 -2.83942 -4.15994 -0.66
C 2.57349 -3.25887 -3.71092 -0.05
C 0.84888 -3.47748 -5.50370 -0.04
C 0.14340 -3.24892 -3.11465 -0.03
O -0.59435 -0.15777 -2.76772 -0.18
C -1.83452 0.17161 -3.39131 -0.64
C -1.87867 -0.34158 -4.82730 -0.03
C -1.99726 1.68672 -3.36583 -0.02
C -2.91551 -0.49828 -2.55596 -0.03
H 2.34002 3.49668 -6.27708 0.08
H 0.68872 3.38988 -5.63143 0.08
H 1.29768 2.12357 -6.71074 0.08
H 4.14182 1.93135 -5.37113 0.08
H 3.13260 0.55650 -5.88267 0.09
H 3.68212 0.67121 -4.20188 0.06
H 3.02703 3.76459 -3.84330 0.08
H 2.76864 2.42501 -2.68957 0.04
H 1.40124 3.41860 -3.20964 0.08
H 3.31639 -2.86835 -4.40993 0.09
H 2.64995 -4.34936 -3.68140 0.08
H 2.79576 -2.85111 -2.72465 0.05
H 1.58592 -3.17260 -6.24908 0.08
H -0.13684 -3.15051 -5.84050 0.08
H 0.85194 -4.56783 -5.42680 0.08
H 0.30037 -2.71244 -2.17707 0.06
H 0.22092 -4.32174 -2.91931 0.09
H -0.86871 -3.03114 -3.46137 0.08
H -1.14242 0.17320 -5.44790 0.08
H -2.87481 -0.17996 -5.24638 0.08
H -1.65687 -1.41118 -4.85342 0.07
H -1.16886 2.15510 -3.90178 0.07
H -1.98907 2.04324 -2.33712 0.08
H -2.93920 1.98387 -3.83604 0.09
H -2.80546 -1.58397 -2.59358 0.08
H -3.91009 -0.23144 -2.92422 0.09
H -2.82537 -0.19495 -1.51253 0.06